Entry from the OMol25 dataset: a cluster of 2 separate species, C2H6OS in total (ωB97M-V/def2-TZVPD).

As for the HOMO-LUMO gap (spin up / spin down): 10.21 / 4.57 eV. As for the multiplicity: 2. The net charge is +1. The HOMO energy (spin up / spin down) comes out at -0.5654 / -0.5263 Eh. The value obtained for the total energy is -552.84022 a.u. The calculation puts the maximum force at 0.0324 Eh/bohr. Its expectation value of S² is 0.760.

Last column: natural (NBO) charge in e.
CARTESIAN COORDINATES (ANGSTROEM)
S 2.331 0.912 1.030  -0.0662
O -0.674 -1.478 0.618  -0.1549
C -1.106 -0.268 -1.339  -0.6759
C -0.731 -0.390 0.132  0.4438
H 2.334 1.580 2.195  0.1841
H -0.484 0.511 0.755  0.2653
H -1.718 -1.108 -1.626  0.2779
H 2.126 -0.315 1.534  0.1592
H -0.248 0.010 -1.947  0.2933
H -1.829 0.546 -1.352  0.2735